(1)
The following is a DFT calculation (wB97M-V/def2-TZVPD) of a molecular structure, C7H13N4O2SbSe4Sr in a non-equilibrium geometry.

The net charge is -2. As for the max |F|: 2.49 eV Å⁻¹. Its total energy is -10520.9525 Ha. Its spin multiplicity is 1. Its HOMO energy is -1.17 eV. As for the LUMO energy: 4.44 eV.

Last column: Mulliken charge in e.
CARTESIAN COORDINATES (ANGSTROEM)
Sr (6.3278, 8.0697, 9.4822)  1.16
Se (7.8573, 7.5724, 4.6796)  -0.75
Sb (7.8253, 6.1831, 6.6660)  0.87
Se (5.3368, 6.5344, 7.3398)  -0.89
Se (8.9468, 7.5079, 8.4792)  -0.82
Se (8.7897, 3.9604, 6.8091)  -0.73
C (6.5218, 10.1327, 7.1137)  -0.31
N (6.0532, 10.4002, 8.4495)  0.36
C (4.5954, 10.5027, 8.4584)  -0.84
N (4.1459, 11.5785, 7.5625)  -0.16
C (4.8183, 11.4108, 6.2123)  -0.85
N (6.2353, 11.2721, 6.2434)  0.15
C (6.7955, 12.4806, 6.8214)  -0.73
N (6.2520, 12.7978, 8.1506)  -0.06
C (6.6124, 11.6340, 9.0194)  -0.80
C (4.7649, 12.8591, 8.0696)  -0.63
H (6.0486, 9.1369, 6.7351)  0.22
H (7.5818, 9.8947, 7.1287)  0.09
H (4.3290, 10.7656, 9.4169)  0.49
H (4.1197, 9.5757, 8.1354)  0.37
H (4.5758, 12.3416, 5.6949)  0.43
H (4.2833, 10.5590, 5.7329)  0.32
H (6.6469, 13.3198, 6.1741)  0.33
H (7.8379, 12.4357, 6.9480)  0.42
H (6.2917, 11.6989, 10.0781)  0.15
H (7.6756, 11.5338, 9.0778)  0.32
H (4.4040, 13.6878, 7.5028)  0.31
H (4.4525, 13.0026, 9.0994)  0.41
O (6.3449, 7.9130, 12.2520)  -0.71
C (5.6873, 8.9578, 12.3632)  -0.04
O (5.1476, 9.6522, 11.4686)  -0.54
H (5.6571, 9.4736, 13.3130)  0.45

=====

(2)
The following is a DFT calculation (wB97M-V/def2-TZVPD) of a gas-phase ion, C7H13N5 (charge +2) in a non-equilibrium geometry.

The net charge is +2. For the energy relative to the best compared isomer or geometry (same formula, charge and spin), the calculation gives 2.795 eV. As for the max |F|: 4.61 eV Å⁻¹. Its SMILES is CC1=NN(C)[C@@H]2C(=[NH2+])[NH+]=CN[C@H]12. Its total energy is -547.5773 Ha. Its spin multiplicity is 1. Its HOMO energy (alpha / beta) is -16.04 / -16.04 eV. As for the LUMO energy (alpha / beta): -9.15 / -9.15 eV.

Last column: Mulliken charge in e.
CARTESIAN COORDINATES (ANGSTROEM)
C (-1.8684, -0.2465, 1.3203)  -0.11
C (1.2693, 0.4178, 1.1155)  0.50
C (-1.3987, -0.6701, -0.9623)  0.47
C (0.4444, -0.8242, 0.9995)  -0.12
C (0.2698, -0.9448, -0.5204)  -0.57
C (1.9397, 0.7790, 2.3688)  -1.48
C (0.8701, 0.8883, -2.3556)  -0.86
N (1.4621, 0.9430, -0.0463)  -0.67
N (-0.7658, -0.7067, 1.7603)  0.00
N (0.9126, 0.2474, -1.0245)  0.62
N (-2.2030, -0.0571, -0.0579)  -0.10
N (-1.5752, -0.5973, -2.2048)  -0.21
H (-2.7511, 0.1414, 1.9485)  0.34
H (0.9232, -1.7843, 1.3564)  0.59
H (0.5095, -1.9496, -0.8166)  0.28
H (2.3730, 1.6650, 2.0752)  0.42
H (2.5280, -0.1142, 2.6419)  0.35
H (1.3156, 0.9698, 3.2129)  0.39
H (-0.1744, 1.1488, -2.6248)  0.29
H (1.6009, 1.7733, -2.3457)  0.31
H (1.2296, 0.3403, -3.1204)  0.43
H (-0.7030, -0.7055, 2.8089)  0.38
H (-3.1036, 0.3324, -0.1393)  0.27
H (-0.8777, -0.9918, -2.7737)  0.31
H (-2.2268, -0.0544, -2.6160)  0.17

=====

(3)
The following is a DFT calculation (wB97M-V/def2-TZVPD) of C7H13NO in the gas phase in a non-equilibrium geometry.

The net charge is 0. For the energy relative to the best compared isomer or geometry (same formula, charge and spin), the calculation gives 1.635 eV. As for the max |F|: 3.55 eV Å⁻¹. Its SMILES is C[C@]12CC[C@H](O)[C@@]1(C)N2. Its total energy is -404.4674 Ha. Its spin multiplicity is 1. Its HOMO energy is -9.47 eV. As for the LUMO energy: 0.82 eV.

Last column: Mulliken charge in e.
CARTESIAN COORDINATES (ANGSTROEM)
C (2.1279, -0.0385, -0.7089)  -1.29
C (0.8414, -0.2620, 0.0185)  1.00
C (0.2012, -1.6245, -0.2842)  -0.61
C (-1.1504, -1.5406, 0.4853)  -0.96
C (-1.4926, 0.0238, 0.2808)  -0.01
C (-0.1671, 0.7299, 0.3831)  0.45
C (-0.1843, 2.2180, 0.1005)  -1.37
H (1.9901, -0.3229, -1.8120)  0.27
H (2.8523, -0.7516, -0.3494)  0.31
H (2.4762, 0.9965, -0.5751)  0.35
H (-0.0501, -1.7139, -1.4050)  0.25
H (0.7129, -2.5520, 0.1288)  0.32
H (-1.8778, -2.2233, 0.0992)  0.40
H (-1.0078, -1.7678, 1.5755)  0.34
H (-2.2208, 0.3372, 1.0872)  0.35
H (-1.4441, 0.3385, -1.6542)  0.38
H (0.8447, 2.5636, 0.0692)  0.43
H (-0.5503, 2.5009, -0.8583)  0.29
H (-0.7778, 2.8108, 0.8096)  0.30
H (0.2624, -0.3122, 2.0825)  0.29
N (0.7378, 0.2339, 1.4141)  -0.91
O (-2.1239, 0.3561, -0.8872)  -0.58

=====

(4)
The following is a DFT calculation (wB97M-V/def2-TZVPD) of 2 unconnected molecules or ions with the total composition C7H13NO in a non-equilibrium geometry.

The net charge is 0. For the energy relative to the best compared isomer or geometry (same formula, charge and spin), the calculation gives 3.895 eV. As for the max |F|: 3.33 eV Å⁻¹. Its SMILES is CC(=O)[C@]1(C)CN1.C=C. Its total energy is -404.3843 Ha. Its spin multiplicity is 1. Its HOMO energy is -8.90 eV. As for the LUMO energy: 0.74 eV.

Last column: Mulliken charge in e.
CARTESIAN COORDINATES (ANGSTROEM)
C (-1.9539, 0.5343, 0.1618)  -0.73
C (1.5341, -0.5479, 1.4882)  -0.48
C (0.2064, 2.3563, -0.8016)  -1.46
C (1.6096, -1.7470, 0.8497)  -0.68
N (-0.9073, 0.3678, 1.1497)  -0.59
C (0.2070, 0.9081, -1.2219)  0.68
C (-0.7939, -0.0112, -0.5950)  1.20
C (-0.6750, -1.4117, -0.9337)  -1.18
O (1.0503, 0.4686, -1.9796)  -0.59
H (-1.0798, -0.4785, 1.6885)  0.28
H (-2.8139, -0.1315, 0.2167)  0.33
H (-2.2205, 1.5718, -0.0159)  0.22
H (1.1572, -0.4539, 2.4938)  0.29
H (1.9433, 0.3444, 1.0413)  0.27
H (0.1632, 2.4368, 0.2835)  0.41
H (1.1129, 2.8371, -1.1617)  0.36
H (-0.6680, 2.8615, -1.2165)  0.38
H (-0.3768, -1.5896, -1.9623)  0.38
H (-1.5171, -2.0300, -0.6325)  0.37
H (2.2775, -1.8550, 0.0035)  0.30
H (1.4436, -2.6601, 1.4098)  0.31
H (0.3012, -1.7705, -0.2657)  -0.07

=====

(5)
The following is a DFT calculation (wB97M-V/def2-TZVPD) of C7H13NO in the gas phase in a non-equilibrium geometry.

The net charge is 0. For the energy relative to the best compared isomer or geometry (same formula, charge and spin), the calculation gives 1.813 eV. As for the max |F|: 3.16 eV Å⁻¹. Its SMILES is C=C(O)N(C)C(=C)CC. Its total energy is -404.4608 Ha. Its spin multiplicity is 1. Its HOMO energy is -7.60 eV. As for the LUMO energy: 0.82 eV.

Last column: Mulliken charge in e.
CARTESIAN COORDINATES (ANGSTROEM)
C (-0.7177, 1.3404, 1.2000)  -0.70
C (-1.7380, -0.5030, -0.8465)  -1.07
C (-0.3791, 0.4467, 2.3876)  -1.08
N (-0.3255, -0.2961, -0.5977)  0.34
C (0.6313, -1.2127, -1.1974)  0.78
C (0.1102, 0.8994, -0.0649)  0.36
C (1.8890, -1.3851, -0.7874)  -1.29
C (1.1349, 1.6264, -0.4910)  -1.06
O (0.1017, -1.9398, -2.2328)  -0.50
H (0.7582, -2.5848, -2.5212)  0.33
H (-1.7883, 1.3125, 0.9985)  0.29
H (-0.4518, 2.3751, 1.4143)  0.39
H (-2.2526, -0.8305, 0.0620)  0.30
H (-2.2013, 0.4150, -1.2116)  0.34
H (-1.8548, -1.2754, -1.6015)  0.34
H (2.2996, -0.8088, 0.0178)  0.34
H (2.5274, -2.1208, -1.2469)  0.26
H (1.6999, 1.3505, -1.3637)  0.39
H (1.4333, 2.5201, 0.0266)  0.29
H (-0.6109, -0.5930, 2.1667)  0.29
H (0.6809, 0.5159, 2.6220)  0.28
H (-0.9466, 0.7478, 3.2672)  0.38

=====

(6)
The following is a DFT calculation (wB97M-V/def2-TZVPD) of C7H13NO in the gas phase in a non-equilibrium geometry.

The net charge is 0. For the energy relative to the best compared isomer or geometry (same formula, charge and spin), the calculation gives 4.546 eV. As for the max |F|: 4.74 eV Å⁻¹. Its total energy is -404.3604 Ha. Its spin multiplicity is 1. Its HOMO energy (alpha / beta) is -7.64 / -6.64 eV. As for the LUMO energy (alpha / beta): 0.65 / -0.34 eV.

Last column: Mulliken charge in e.
CARTESIAN COORDINATES (ANGSTROEM)
C (1.4648, -0.5335, -0.8665)  -0.26
C (-0.4187, -0.3203, 0.7680)  0.97
C (0.8509, 0.1519, 0.1502)  0.36
C (-1.6304, 0.1020, -0.1981)  0.07
C (-0.4435, -1.7685, 1.2916)  -2.00
C (1.4798, 1.3861, 0.5270)  -1.57
C (-1.7220, 1.5365, -0.8186)  -1.29
N (2.5190, -0.0015, -1.4737)  -0.70
O (-2.1257, -0.9473, -0.8733)  -0.54
H (1.1159, -1.5049, -1.0754)  0.46
H (-0.5201, 0.2751, 1.6794)  0.35
H (-0.3289, -2.5284, 0.5203)  0.43
H (-1.2919, -1.9901, 1.9130)  0.49
H (0.3763, -1.9710, 2.0207)  0.35
H (2.5003, 1.1490, 0.3729)  0.53
H (1.2441, 1.7001, 1.5173)  0.37
H (1.3215, 2.3319, -0.1453)  0.25
H (-1.0464, 2.1149, -0.2758)  0.33
H (-2.7179, 1.7654, -0.6109)  0.44
H (-1.6393, 1.4459, -1.8397)  0.35
H (2.8542, -0.5560, -2.2051)  0.22
H (-1.8421, -1.8373, -0.3780)  0.37

=====

(7)
The following is a DFT calculation (wB97M-V/def2-TZVPD) of C7H13NO2 in the gas phase in a non-equilibrium geometry.

The net charge is 0. For the energy relative to the best compared isomer or geometry (same formula, charge and spin), the calculation gives 5.967 eV. As for the max |F|: 3.11 eV Å⁻¹. Its SMILES is C=C(C(C)C)[C@H](C)[N+](=O)[O-]. Its total energy is -479.5773 Ha. Its spin multiplicity is 1. Its HOMO energy is -9.86 eV. As for the LUMO energy: 0.30 eV.

Last column: Mulliken charge in e.
CARTESIAN COORDINATES (ANGSTROEM)
C (-0.3813, 1.1794, 1.5236)  -1.09
C (0.0752, 0.2473, 0.6840)  0.26
C (-2.1489, -0.0291, -0.6425)  -1.21
C (-0.5884, 1.5863, -1.3469)  -1.47
C (2.3625, -0.6121, -0.0422)  -1.26
C (-0.6280, 0.1796, -0.6759)  0.06
C (1.2341, -0.8681, 0.9970)  0.25
N (0.5266, -2.1540, 0.7410)  0.96
O (-0.0781, -2.6799, 1.6577)  -0.61
O (0.4889, -2.5312, -0.4108)  -0.55
H (0.0595, 1.3572, 2.5866)  0.25
H (-1.2116, 1.9277, 1.3830)  0.21
H (-2.5563, 0.8357, -0.1399)  0.36
H (-2.3087, -0.9242, -0.0375)  0.31
H (-2.4163, -0.2955, -1.7163)  0.33
H (-1.3064, 2.1255, -0.7630)  0.35
H (-0.7506, 1.4177, -2.3772)  0.44
H (0.2868, 2.1547, -1.3844)  0.35
H (3.1179, -1.3737, 0.1827)  0.44
H (2.6706, 0.5095, 0.2222)  0.31
H (2.1624, -0.7336, -1.0829)  0.26
H (-0.2521, -0.4620, -1.4789)  0.59
H (1.6422, -0.8573, 2.1205)  0.43

=====

(8)
The following is a DFT calculation (wB97M-V/def2-TZVPD) of a molecular structure, C7H13NOPV in a non-equilibrium geometry.

The net charge is 0. For the energy relative to the best compared isomer or geometry (same formula, charge and spin), the calculation gives 0.000 eV. As for the max |F|: 2.58 eV Å⁻¹. Its total energy is -1689.7339 Ha. Its spin multiplicity is 3. Its HOMO energy (alpha / beta) is -5.96 / -4.56 eV. As for the LUMO energy (alpha / beta): 0.38 / 0.37 eV.

Last column: Löwdin spin population.
CARTESIAN COORDINATES (ANGSTROEM)
C (-0.1251, 2.1208, -0.5349)  0.02
C (1.2438, 2.1990, -0.9472)  0.01
C (1.4896, 1.1953, -1.9184)  0.00
C (0.2749, 0.5460, -2.2515)  0.02
C (-0.7792, 1.0501, -1.4126)  -0.01
V (0.0386, 0.0728, 0.4502)  1.94
P (-1.8097, 0.1480, 1.8087)  -0.03
H (-0.6607, 2.8584, 0.0618)  0.01
H (1.9607, 2.9031, -0.5651)  0.00
H (2.4526, 0.9598, -2.3359)  0.00
H (-1.8379, 0.9053, -1.5536)  0.00
H (0.1329, -0.2051, -3.0110)  0.00
H (-3.0277, 0.1263, 1.1072)  -0.02
H (-1.7992, 1.3118, 2.6036)  -0.02
H (-1.8060, -0.9445, 2.7100)  0.01
C (0.8851, -4.4336, 1.1260)  0.00
C (0.3813, -3.0980, 0.6259)  0.01
N (-0.7474, -3.0958, -0.1190)  0.01
O (0.9630, -2.0218, 0.8919)  0.03
H (0.2394, -5.2779, 0.8495)  0.00
H (0.9651, -4.3930, 2.2187)  0.00
H (1.8924, -4.6141, 0.7316)  0.00
H (-1.1837, -2.2399, -0.4342)  0.00
H (-1.2320, -3.9627, -0.3176)  0.00

=====

(9)
The following is a DFT calculation (wB97M-V/def2-TZVPD) of 2 unconnected molecules or ions with the total composition C7H13NOS in a non-equilibrium geometry.

The net charge is 0. For the energy relative to the best compared isomer or geometry (same formula, charge and spin), the calculation gives 3.802 eV. As for the max |F|: 4.10 eV Å⁻¹. Its total energy is -802.5541 Ha. Its spin multiplicity is 1. Its HOMO energy is -6.02 eV. As for the LUMO energy: 0.58 eV.

Last column: Mulliken charge in e.
CARTESIAN COORDINATES (ANGSTROEM)
C (3.8049, 0.8151, 1.2054)  0.62
C (-1.1147, -0.5423, -1.8812)  -0.62
C (0.2102, -1.2238, -1.2091)  -0.50
C (-1.1669, 0.7941, -1.3351)  -0.44
C (0.1115, -0.6981, 0.2651)  -0.10
C (-0.3416, -1.6227, 1.4678)  -1.50
C (-0.3520, 1.7385, 0.7414)  -0.99
N (-0.9382, 0.5141, 0.1782)  -0.11
O (4.6187, 1.0586, 1.9895)  -0.41
S (2.6267, 0.3161, 0.3378)  -0.26
H (-1.0865, -0.5464, -3.0088)  0.38
H (-1.7840, -1.2025, -1.3147)  0.25
H (0.3469, -2.3165, -1.3128)  0.35
H (1.1325, -0.8132, -1.8241)  0.20
H (-0.3480, 1.4114, -1.6438)  0.35
H (-2.1425, 1.3258, -1.5432)  0.28
H (-0.5941, -1.0059, 2.3334)  0.33
H (0.4366, -2.2470, 1.7836)  0.41
H (-1.1377, -2.2729, 1.3321)  0.39
H (-0.1749, 1.6472, 1.8771)  0.24
H (0.6151, 1.8622, 0.1985)  0.33
H (-0.8914, 2.6298, 0.5687)  0.40
H (-1.8306, 0.3783, 0.7943)  0.41

=====

(10)
The following is a DFT calculation (wB97M-V/def2-TZVPD) of C7H13NSSi in the gas phase in a non-equilibrium geometry.

The net charge is 0. For the energy relative to the best compared isomer or geometry (same formula, charge and spin), the calculation gives 0.243 eV. As for the max |F|: 8.47 eV Å⁻¹. Its total energy is -1016.8092 Ha. Its spin multiplicity is 3. Its HOMO energy (alpha / beta) is -5.04 / -9.74 eV. As for the LUMO energy (alpha / beta): 0.78 / -2.43 eV.

Last column: Löwdin spin population.
CARTESIAN COORDINATES (ANGSTROEM)
C (-3.1907, -1.1402, -0.4219)  0.48
C (-1.2301, -0.6889, -1.3419)  0.42
C (-0.9340, -0.3224, -0.0482)  0.53
C (-0.4197, -0.6253, -2.6438)  0.05
C (0.1363, 1.8140, 1.9335)  0.01
C (1.7301, 0.8286, -0.5756)  0.00
C (1.6501, -0.9181, 1.9810)  0.01
N (-2.5478, -1.1339, -1.5541)  0.05
Si (0.6461, 0.2910, 0.9501)  0.05
S (-2.3302, -0.5299, 0.9315)  0.34
H (-4.2567, -1.1660, -0.3323)  0.03
H (-0.3302, 0.4023, -3.1437)  0.02
H (0.4266, -1.1699, -2.4435)  0.01
H (-0.9557, -1.1958, -3.4445)  0.00
H (1.0064, 2.3967, 2.0757)  0.00
H (-0.6070, 2.3341, 1.3273)  0.00
H (-0.1549, 1.6467, 3.0329)  0.00
H (2.6812, 1.4287, -0.2473)  0.00
H (1.8488, -0.0236, -1.2110)  0.00
H (1.1752, 1.4746, -1.2126)  0.00
H (2.4747, -0.3201, 2.4546)  0.00
H (1.1645, -1.6384, 2.6377)  0.00
H (2.0169, -1.7443, 1.2960)  0.00